(1)
{"formula": "C5H13N", "method": "ωB97M-V/def2-TZVPD", "homo_lumo_gap_ha": 0.325, "lumo_energy_ev": 0.58, "e_above_lowest_ev": 5.511, "symbols": ["C", "C", "C", "C", "N", "C", "H", "H", "H", "H", "H", "H", "H", "H", "H", "H", "H", "H", "H"], "coordinates": [[2.05527, 1.22529, -0.25128], [0.98631, 1.31121, 0.84269], [-0.43400, 1.15037, 0.27821], [-0.58968, -0.23553, -0.33987], [-0.49480, -1.29283, 0.51224], [-1.08050, -2.48240, -0.07968], [1.97915, 0.24854, -0.73219], [1.93493, 2.02309, -0.98640], [3.06683, 1.31000, 0.14429], [1.07916, 2.25725, 1.38021], [1.15600, 0.49289, 1.54190], [-0.65232, 1.92136, -0.46305], [-1.15644, 1.28900, 1.08281], [-0.05594, -0.28827, -1.29577], [-1.73965, -0.49979, 0.02503], [-2.21715, -0.01104, -0.94915], [-0.91829, -3.34439, 0.56549], [-0.74228, -2.70642, -1.10444], [-2.17660, -2.36834, -0.17103]], "forces_ev_per_angstrom": [[-0.164, -0.010, 0.175], [0.190, -0.046, -0.320], [0.588, 0.183, 0.358], [2.032, 0.711, 1.153], [-1.599, 0.294, -0.241], [0.655, -0.385, -0.088], [0.166, 0.106, -0.220], [-0.069, -0.116, -0.126], [-0.029, -0.018, 0.135], [-0.105, -0.044, 0.021], [-0.051, 0.100, 0.189], [0.085, -0.071, -0.141], [-0.027, -0.177, 0.030], [-1.160, -0.278, -0.721], [-1.322, 0.450, -1.621], [0.578, -0.824, 1.345], [0.121, 0.010, -0.080], [0.183, -0.053, 0.122], [-0.074, 0.168, 0.030]]}



(2)
{"formula": "C5H13N", "method": "ωB97M-V/def2-TZVPD", "homo_lumo_gap_ha": [0.274, 0.161], "total_charge": 1, "lumo_energy_ev": [-6.49, -9.56], "e_above_lowest_ev": 4.360, "spin_multiplicity": 2, "symbols": ["C", "C", "C", "H", "H", "H", "H", "H", "H", "H", "H", "C", "C", "N", "H", "H", "H", "H", "H"], "coordinates": [[1.00247, 1.07241, 0.24895], [1.70762, -0.15558, 0.97218], [3.16654, 0.11035, 1.16315], [1.49242, 2.02101, 0.65173], [-0.09184, 1.18416, 0.51395], [0.86508, 1.03514, -0.78071], [1.70240, -1.13847, 0.40227], [1.18539, -0.29338, 1.83964], [3.81724, -0.80638, 1.25753], [3.67371, 0.79984, 0.39929], [3.26253, 0.58328, 2.11583], [-2.14913, 0.26832, -1.29605], [-3.31846, -1.54689, -0.80311], [-2.83261, -0.50373, -0.27374], [-1.39005, 0.98936, -0.85781], [-2.89825, 0.63251, -1.88788], [-1.59826, -0.37892, -1.92453], [-3.71999, -2.32986, 0.00839], [-3.87679, -1.54318, -1.74908]], "forces_ev_per_angstrom": [[-0.640, 0.310, 3.153], [0.258, -0.195, -4.440], [2.266, 0.250, -0.125], [-0.628, -1.128, -1.017], [0.995, -0.250, 0.694], [1.062, 0.000, -2.153], [-0.836, 1.205, 0.259], [-0.956, -0.546, 2.495], [-0.869, 0.763, -0.315], [-0.995, -1.067, 0.870], [0.449, 0.693, 0.673], [4.514, 1.462, 2.319], [-3.343, -1.363, 5.092], [-0.307, -1.655, -3.154], [-1.549, -0.427, -0.623], [-2.216, 1.878, -1.195], [0.828, -0.755, -0.477], [1.361, 0.802, -1.853], [0.606, 0.023, -0.203]]}



(3)
{"formula": "C5H13N", "method": "ωB97M-V/def2-TZVPD", "homo_lumo_gap_ha": [0.340, 0.155], "total_charge": 1, "lumo_energy_ev": [-4.28, -9.30], "e_above_lowest_ev": 3.523, "spin_multiplicity": 2, "symbols": ["C", "C", "C", "H", "H", "H", "H", "H", "H", "H", "H", "C", "C", "N", "H", "H", "H", "H", "H"], "coordinates": [[-1.55543, -1.24975, 0.60465], [-1.38010, -2.49070, 1.50827], [-0.08693, -2.33631, 2.41220], [-1.15290, -1.37682, -0.38281], [-2.66873, -1.16174, 0.45586], [-1.13638, -0.50069, 1.24545], [-2.19749, -2.72537, 2.19470], [-1.17579, -3.41015, 0.96534], [0.51983, -3.24267, 2.44303], [-0.36032, -1.97008, 3.41958], [0.52190, -1.48652, 1.99298], [1.17834, 2.49753, -3.15925], [0.83180, 2.47200, -1.86108], [1.76843, 3.20468, -1.04928], [2.15876, 2.92326, -3.40627], [0.37964, 2.17287, -3.81174], [0.07786, 1.90395, -1.31565], [2.56041, 2.54891, -1.05300], [1.71712, 4.22759, -1.20300]], "forces_ev_per_angstrom": [[-2.542, -1.733, 1.076], [1.991, -0.802, 0.726], [-0.451, 1.471, -0.522], [0.735, 0.138, -0.223], [1.072, 0.594, 0.125], [-0.026, 1.249, -0.488], [-0.242, 0.416, -0.417], [-0.433, 0.009, -0.468], [-0.105, 0.184, 0.230], [0.197, -0.523, -0.309], [-0.179, -0.978, 0.252], [-0.507, 0.004, 1.824], [-0.146, -0.035, -0.447], [-0.393, -1.204, -1.662], [-0.717, -0.042, -0.676], [0.546, -0.308, -0.628], [-0.429, 0.526, -0.411], [0.966, 1.443, 0.962], [0.662, -0.411, 1.057]]}